Arrangement one

Below is a cluster of 2 separate species, C10H16O in total, with properties calculated with ωB97M-V/def2-TZVPD.

The geometry in XYZ format:
```
27
Properties=species:S:1:pos:R:3:mulliken_charge:R:1
C 1.22 -1.10 -1.74 -0.70
C 1.16 -2.60 -1.56 -1.24
C 1.34 -0.28 -0.46 0.29
C 0.56 0.82 -0.20 -0.52
C 2.24 -0.76 0.51 -0.39
C 0.72 1.47 1.03 -0.64
C 2.40 -0.13 1.72 -0.69
C 1.59 0.98 1.97 0.95
O 1.54 1.40 3.28 -0.52
H 2.00 -0.80 -2.43 0.34
H 0.32 -0.75 -2.23 0.32
H 0.68 -2.89 -0.62 0.38
H -0.12 1.18 -0.96 0.48
H 2.89 -1.57 0.22 0.35
H -0.05 2.18 1.32 0.19
H 3.07 -0.45 2.51 0.42
H 0.93 2.13 3.37 0.28
H 2.14 -3.08 -1.59 0.30
H 0.68 -3.07 -2.42 0.38
C -3.34 1.29 -0.84 -0.89
C -2.96 0.51 0.42 -0.63
H -2.65 1.30 -1.66 0.30
H -4.34 1.06 -1.22 0.32
H -3.41 2.35 -0.56 0.25
H -3.62 -0.35 0.49 0.34
H -3.01 1.11 1.31 0.24
H -1.98 0.04 0.33 0.09
```

## Properties
SMILES string   CCc1ccc(O)cc1.CC
E_HOMO   -0.3075 hartree
Gap between HOMO and LUMO   9.24 eV

---

Arrangement two

Below is a cluster of 2 separate species, C10H16O in total, with properties calculated with ωB97M-V/def2-TZVPD.

The geometry in XYZ format:
```
27
Properties=species:S:1:pos:R:3:mulliken_charge:R:1
C 0.96 0.50 1.84 -0.34
C 2.44 1.05 1.92 -1.23
C 0.26 0.80 0.54 0.72
C 0.78 0.81 -0.69 -0.76
C -1.13 1.23 0.69 -0.55
C -0.04 1.35 -1.68 -0.32
C -2.04 1.52 -0.31 -0.92
C -1.42 1.65 -1.53 0.83
O -1.93 2.14 -2.67 -0.59
H 1.02 -0.62 1.90 0.15
H 0.32 0.98 2.76 0.28
H 3.00 0.65 1.17 0.39
H 1.80 0.53 -0.98 0.28
H -1.32 1.27 1.77 0.20
H 0.32 1.82 -2.56 0.39
H -3.09 1.59 -0.25 0.42
H -2.95 2.55 -2.37 0.36
H 2.71 0.70 2.92 0.39
H 2.64 2.16 2.09 0.28
C -0.67 -2.34 -1.04 -0.39
C 0.09 -3.35 -0.04 -0.86
H -0.13 -1.36 -1.17 -0.10
H -0.64 -2.85 -2.05 0.32
H -1.67 -1.98 -0.67 0.24
H -0.71 -3.55 0.60 0.23
H 0.95 -3.03 0.55 0.28
H 0.47 -4.22 -0.72 0.29
```

## Properties
SMILES string   CCc1ccc(O)cc1.CC
E_HOMO   -0.2951 hartree
Gap between HOMO and LUMO   8.64 eV

---

Arrangement three

Below is a cluster of 2 separate species, C10H16O in total, with properties calculated with ωB97M-V/def2-TZVPD.

The geometry in XYZ format:
```
27
Properties=species:S:1:pos:R:3:mulliken_charge:R:1
C -1.95 1.79 -0.51 -1.42
C -1.11 -1.89 -0.80 -0.39
C -1.71 -0.70 -0.37 -0.67
C -0.43 -1.91 -2.00 0.60
C -1.65 0.45 -1.15 0.73
C -0.51 -0.83 -2.86 -0.50
C -1.07 0.37 -2.41 -0.49
O 0.35 -2.97 -2.38 -0.54
H -1.37 -2.77 -0.24 0.35
H -2.12 -0.62 0.63 0.30
H 0.08 -3.75 -1.87 0.30
H 0.01 -0.84 -3.81 0.37
H -1.05 2.23 -0.09 0.23
H -2.69 1.69 0.27 0.38
H -1.10 1.11 -3.20 0.34
H -2.33 2.52 -1.23 0.40
C 1.92 0.27 2.52 -0.22
C 1.14 -0.45 1.42 -0.71
C 2.03 1.78 2.27 -1.18
H 1.52 0.05 3.50 0.28
H 2.95 -0.09 2.50 0.26
H 1.76 -0.91 0.65 0.34
H 0.47 0.15 0.81 -0.07
H 2.10 1.97 1.21 0.33
H 1.21 2.38 2.68 0.28
H 0.55 -1.27 1.85 0.34
H 2.96 2.22 2.64 0.35
```

## Properties
SMILES string   Cc1ccc(O)cc1.CCC
E_HOMO   -0.3108 hartree
Gap between HOMO and LUMO   9.33 eV

---

Arrangement four

Below is a cluster of 2 separate species, C10H16O in total, with properties calculated with ωB97M-V/def2-TZVPD.

The geometry in XYZ format:
```
27
Properties=species:S:1:pos:R:3:mulliken_charge:R:1
C -0.28 3.10 2.02 -1.41
C 0.30 2.73 -0.38 -0.42
C 0.34 2.26 0.96 1.03
C 0.91 2.08 -1.38 -0.46
C 1.81 0.99 -1.02 0.62
C 1.25 1.33 1.34 -0.69
C 1.97 0.64 0.31 -0.49
O 2.35 0.38 -2.04 -0.58
H -0.45 3.52 -0.67 0.20
H 1.18 2.57 -2.43 0.22
H -0.80 4.02 1.68 0.32
H 0.35 3.29 2.93 0.32
H 1.24 0.90 2.29 0.41
H 2.73 -0.56 -2.07 0.35
H 2.50 -0.29 0.60 0.27
H -1.05 2.47 2.51 0.31
C -1.01 -2.90 0.08 0.00
C -2.16 -1.97 0.18 -0.99
C -0.63 -3.09 -1.40 -1.10
H -1.27 -3.97 0.58 0.21
H -0.12 -2.55 0.64 0.20
H -2.78 -2.41 1.03 0.27
H -1.87 -1.06 0.46 0.24
H -0.16 -2.22 -1.97 0.20
H -2.90 -2.00 -0.66 0.31
H -1.52 -3.35 -2.02 0.32
H 0.09 -3.91 -1.58 0.34
```

## Properties
SMILES string   Cc1ccc(O)cc1.CCC
E_HOMO   -0.2965 hartree
Gap between HOMO and LUMO   8.74 eV

---

Which of them is the most stable, and which is the least stable? arrangement one and arrangement two, in that order.

---

Arrangement one

Below is an isolated molecule of C20H23N3O, with properties calculated with ωB97M-V/def2-TZVPD.

The geometry in XYZ format:
```
47
Properties=species:S:1:pos:R:3:mulliken_charge:R:1
C 3.85 -0.74 4.21 -1.12
C 2.55 -1.37 4.66 0.79
O 2.45 -2.06 5.66 -0.68
N 1.51 -1.07 3.86 -0.01
H 1.66 -0.59 2.97 0.37
C 0.20 -1.65 4.03 -0.76
H -0.49 -0.90 4.43 0.27
C -0.35 -2.21 2.72 -1.06
H 0.47 -2.67 2.16 0.34
H -1.07 -2.99 2.95 0.40
C -1.06 -1.18 1.83 -0.69
C -0.15 -0.22 1.13 0.88
N 1.14 -0.13 1.30 -0.68
C 1.57 0.85 0.44 -0.13
C 2.84 1.36 0.22 -0.66
C 2.97 2.36 -0.72 -0.53
C 1.87 2.85 -1.42 -0.68
C 0.60 2.37 -1.21 -0.79
C 0.46 1.36 -0.27 0.85
N -0.63 0.66 0.20 0.33
C -1.97 0.86 -0.28 -1.30
C -2.11 0.50 -1.74 0.78
C -2.89 1.27 -2.58 -0.57
C -3.02 0.94 -3.92 -0.74
C -2.37 -0.16 -4.45 0.91
C -1.59 -0.94 -3.60 -0.94
C -1.46 -0.61 -2.26 -0.11
H -0.84 -1.23 -1.62 0.36
H -1.07 -1.80 -3.99 0.38
C -2.48 -0.51 -5.90 -1.43
H -3.36 -0.05 -6.34 0.37
H -1.61 -0.15 -6.44 0.28
H -2.54 -1.59 -6.03 0.37
H -3.63 1.56 -4.56 0.35
H -3.40 2.14 -2.19 0.38
H -2.65 0.24 0.32 0.41
H -2.25 1.90 -0.13 0.31
H -0.25 2.74 -1.76 0.43
H 2.03 3.64 -2.15 0.39
H 3.95 2.78 -0.92 0.39
H 3.69 0.98 0.76 0.46
H -1.76 -0.61 2.45 0.34
H -1.64 -1.71 1.08 0.41
H 0.31 -2.45 4.77 0.41
H 4.63 -0.97 4.94 0.33
H 3.74 0.34 4.13 0.32
H 4.13 -1.14 3.24 0.26
```

## Properties
SMILES string   CC(=O)NCCCc1nc2ccccc2n1Cc1ccc(C)cc1
E_HOMO   -0.3200 hartree
Gap between HOMO and LUMO   9.28 eV

---

Arrangement two

Below is an isolated molecule of C20H23N3O, with properties calculated with ωB97M-V/def2-TZVPD.

The geometry in XYZ format:
```
47
Properties=species:S:1:pos:R:3:mulliken_charge:R:1
O 1.17 -4.12 1.15 -0.59
C -0.81 0.67 0.24 -0.34
C -0.74 0.96 -1.04 -0.20
C 0.53 -1.93 3.88 -0.76
C 0.89 -3.10 3.24 -0.57
C -4.18 -0.40 -0.64 -0.78
C -4.76 -0.28 -1.93 -0.84
C -2.60 0.50 -2.76 -0.51
C 0.51 -0.69 3.17 0.05
C 0.97 -1.71 1.24 -0.70
C 1.03 -2.94 1.86 0.93
C -2.10 0.63 -1.49 0.17
C -2.86 0.08 -0.45 -0.49
C -3.88 -0.01 -2.97 1.07
C 0.67 -0.56 1.86 -0.24
N -2.06 0.19 0.67 -0.13
N 5.24 1.47 1.64 -0.61
N 1.72 1.09 0.24 0.64
C -4.36 -0.11 -4.44 -1.35
C 0.52 0.77 1.07 0.03
C 0.45 1.34 -1.90 -0.51
C 1.43 1.80 -0.92 -1.00
C 4.23 1.00 0.73 -0.27
C 2.92 1.63 1.05 -1.30
H 0.87 -3.95 0.28 0.31
H 0.42 -2.04 4.96 0.36
H 0.89 -4.08 3.61 0.48
H -4.66 -0.82 0.21 0.41
H -5.73 -0.72 -2.19 0.34
H -2.04 0.66 -3.70 0.30
H 0.37 0.23 3.68 0.44
H 1.12 -1.66 0.19 0.39
H -2.22 -0.34 1.61 0.37
H 6.19 1.18 1.39 0.23
H 5.10 1.14 2.59 0.20
H -3.67 0.55 -4.94 0.36
H -4.34 -1.11 -4.78 0.28
H -5.37 0.35 -4.55 0.36
H 0.26 1.60 1.72 0.34
H 0.85 0.41 -2.33 0.30
H 0.27 2.04 -2.79 0.35
H 0.88 2.78 -0.62 0.34
H 2.32 2.07 -1.38 0.59
H 4.12 -0.08 0.87 0.24
H 4.52 1.31 -0.24 0.37
H 2.76 1.49 2.06 0.58
H 3.13 2.70 0.85 0.35
```

## Properties
SMILES string   Cc1ccc2[nH]c3c(c2c1)CCN(CCN)[C@@H]3c1cccc(O)c1
E_HOMO   -0.2878 hartree
Gap between HOMO and LUMO   8.51 eV

---

Which of them is the most stable, and which is the least stable? arrangement one and arrangement two, in that order.

---

Arrangement one

Below is a cluster of 2 separate species, C2H2FN in total, with properties calculated with ωB97M-V/def2-TZVPD.

The geometry in XYZ format:
```
6
Properties=species:S:1:pos:R:3:mulliken_charge:R:1
C -0.97 0.50 0.01 0.50
C 0.20 -0.24 0.34 -0.36
N -1.96 1.01 -0.20 -0.26
F 0.35 -1.45 -0.14 -0.16
H 1.76 0.25 -1.37 0.04
H 0.61 -0.07 1.35 0.25
```

## Properties
E_HOMO (spin up / spin down)   -0.4099 / -0.3593 hartree
Gap between HOMO and LUMO (spin up / spin down)   9.91 / 8.93 eV

---

Arrangement two

Below is a cluster of 2 separate species, C2H2FN in total, with properties calculated with ωB97M-V/def2-TZVPD.

The geometry in XYZ format:
```
6
Properties=species:S:1:pos:R:3:mulliken_charge:R:1
C 1.16 1.30 0.63 0.31
C 0.05 0.46 0.78 -0.32
N 2.05 1.97 0.50 -0.29
F -1.08 0.66 1.43 -0.19
H -0.10 0.44 -0.90 0.18
H 0.34 -0.60 0.72 0.32
```

## Properties
E_HOMO   -0.3906 hartree
Gap between HOMO and LUMO   10.35 eV

---

Which of them is the most stable, and which is the least stable? arrangement two and arrangement one, in that order.